Computed, not measured: one molecule with the formula C16H25N3O4S, with wB97M-V/def2-TZVPD.

Element x y z (Å)
C: -3.080129 2.055580 -0.044536
H: -4.121986 2.110976 -0.366070
C: -3.811640 0.955582 2.138472
H: 2.715498 -0.088862 1.716168
H: 7.560021 -1.297683 -1.134391
O: 1.700413 2.229533 -0.028283
N: -2.592449 0.816625 -0.612899
C: -1.286096 0.446130 -0.725654
H: -3.963797 -1.763179 0.072940
H: 6.994267 -2.173177 -2.565187
H: 5.977785 -0.256883 0.311422
H: -2.158662 0.027055 3.153640
C: 5.520638 -0.905342 -1.667507
H: -4.630245 0.665692 1.476380
H: 3.356740 1.490016 1.286065
C: 6.939264 -1.230614 -2.024199
H: -2.450041 -0.611056 1.538526
S: -3.667183 -0.114953 -1.594147
N: -0.351679 1.329810 -0.270557
C: 3.586811 0.425499 1.312180
H: -4.201763 -1.080592 3.999751
C: -3.618240 -1.794588 -0.950631
O: -3.201552 -0.064888 -2.939412
C: 2.889358 -0.241055 -1.021679
C: 5.194351 -0.395837 -0.420528
H: -0.658124 2.241159 0.039686
H: -3.454534 3.057646 1.784170
H: 2.403617 -0.931224 -2.983364
H: -3.139117 -2.265861 3.240652
H: 4.434209 0.263151 1.973266
O: -1.008046 -0.650699 -1.185953
C: -3.026112 2.099025 1.486157
N: 1.533675 0.062601 -0.757872
C: -3.762917 -1.394694 3.055354
H: 0.834372 -0.571003 -1.144518
C: 1.068563 1.250250 -0.346853
H: 7.348911 -0.451998 -2.668068
H: -4.251597 1.307544 3.073889
C: 3.197804 -0.778390 -2.266825
H: -1.993109 2.074019 1.839280
H: -4.300419 -2.364450 -1.569503
C: 3.891356 -0.067581 -0.065953
O: -4.968091 0.417565 -1.319806
C: 4.498415 -1.106732 -2.587950
H: -4.573289 -1.685725 2.389466
H: -2.608009 -2.169643 -1.034799
C: -2.941694 -0.262719 2.448425
H: -2.549915 2.912225 -0.478116
H: 4.724367 -1.518255 -3.560633

Cartesian forces (eV/Å) of the 6 atoms listed first:
-0.240 0.468 0.387
0.155 0.247 0.091
0.394 0.020 -0.001
-0.062 -0.010 0.091
0.085 -0.025 0.026
0.142 0.196 0.000

For the energy above the lowest of the compared OMol25 structures with the same formula, charge and spin, the calculation gives 25.0 kJ/mol. The spin multiplicity is 1. For the frontier orbital gap, the calculation gives 9.2241 eV. As for the SMILES: CCCCCN(C(=O)NC(=O)Nc1ccc(C)cc1C)S(C)(=O)=O. As for the net charge: 0.

=====

Computed, not measured: C20H19IrOP as an isolated structure, with wB97M-V/def2-TZVPD.

Element x y z (Å)
H: -1.482878 0.859929 1.757670
O: -3.082548 -0.153134 -0.743491
C: -1.309082 0.054956 -2.334413
H: -3.735558 -2.810083 0.027429
P: 1.184965 -0.579861 -1.150771
H: 0.270294 -2.986886 2.326314
H: -2.196797 -3.438105 -0.599122
Ir: -0.497917 -1.183205 0.039232
H: 0.253401 2.233003 -0.448510
C: 0.711282 0.661485 -3.598294
C: 1.821331 0.772694 -0.128090
H: -2.540706 -3.331400 1.192012
C: 3.501437 2.894132 0.406389
H: 0.615702 -2.465891 4.847043
C: 0.090526 0.105779 -2.483424
C: 4.015164 1.581955 0.485564
H: 0.377032 -2.330854 -0.773733
H: -3.190141 0.778248 -3.129777
H: 1.800164 0.688832 -3.616712
C: -1.035086 0.185594 2.483997
H: -2.140960 1.634953 -5.239316
C: -2.115068 0.684755 -3.307147
C: -1.915221 -0.351962 -1.053315
C: -0.871039 0.457994 3.850378
C: -0.259854 -0.490492 4.689538
H: -3.449729 -4.588418 0.169730
C: -0.105758 1.154471 -4.614472
C: -0.563304 -1.046202 2.026538
C: -0.005383 -2.050485 2.820701
H: -1.222070 1.419416 4.247084
H: 0.349115 1.541128 -5.516609
C: 0.156047 -1.734862 4.187315
C: 1.298129 2.060568 -0.149631
H: -0.115767 -0.246381 5.746416
C: 2.149943 3.133355 0.134661
C: -2.980181 -3.576104 0.207426
H: 3.528841 -0.536983 0.138610
H: 1.768499 4.152653 0.096192
H: 4.190061 3.736038 0.536351
H: 5.073299 1.404654 0.712961
C: -1.506352 1.192463 -4.458140
C: 3.166169 0.512252 0.215419

Cartesian forces (eV/Å) of the 6 atoms listed first:
-0.112 0.169 0.500
2.211 -0.718 -0.249
-0.251 1.253 -1.248
-0.117 -0.161 -0.063
-0.088 1.522 -1.640
0.047 0.198 0.703

For the energy above the lowest of the compared OMol25 structures with the same formula, charge and spin, the calculation gives 0.0 kJ/mol. The spin multiplicity is 6. The expectation value of S² is 8.80. For the frontier orbital gap (alpha / beta), the calculation gives 6.2239 / 5.1407 eV. As for the net charge: +2.

=====

Computed, not measured: an isolated ion of composition C2H8N5 and charge +1, with wB97M-V/def2-TZVPD.

Element x y z (Å)
N: -1.717655 -0.910987 0.185145
H: -1.600633 -0.988044 2.279875
H: 0.270044 -1.222982 -1.760134
C: -0.562409 0.047974 0.544690
H: 2.230974 1.129968 -2.047159
N: 0.486750 0.360141 -0.455766
H: 0.586868 0.721902 1.945449
H: -1.939114 0.386259 3.070839
N: -1.185602 -0.136625 2.723127
H: 1.108846 1.263728 -0.209712
H: -1.584039 -1.179365 -0.798240
H: 1.831414 -0.007870 -3.276755
C: 0.742306 -0.217448 -1.590005
N: 1.684241 0.299879 -2.391727
N: -0.351991 0.453469 1.780370

Cartesian forces (eV/Å) of the 6 atoms listed first:
5.724 4.674 1.801
0.619 0.794 0.369
0.313 1.328 -0.376
-4.721 -5.702 -4.175
-0.876 -1.222 -0.867
0.837 3.246 2.851

For the energy above the lowest of the compared OMol25 structures with the same formula, charge and spin, the calculation gives 330.5 kJ/mol. The spin multiplicity is 1. For the frontier orbital gap, the calculation gives 8.0817 eV. As for the SMILES: [H]/N=C(NN)\[NH+]=C\N. As for the net charge: +1.

=====

Computed, not measured: one molecule with the formula H2N2S, with wB97M-V/def2-TZVPD.

Element x y z (Å)
S: 1.751005 0.009938 -0.033662
N: 0.144625 0.704133 -0.110708
H: -0.072681 0.931343 0.871347
N: 0.192039 -0.716913 0.103642
H: 0.163316 -1.155822 -0.938488

Force components x, y, z for each atom (eV/Å):
0.913 0.728 0.462
-0.251 -0.077 0.866
0.184 0.831 -0.508
-0.214 -2.574 -3.814
-0.632 1.093 2.994

For the energy above the lowest of the compared OMol25 structures with the same formula, charge and spin, the calculation gives 1.6 kJ/mol. The spin multiplicity is 1. For the frontier orbital gap, the calculation gives 9.3843 eV. As for the SMILES: [nH]1[nH]s1. As for the net charge: 0.